Record 1
C47H52Br2I2InN5O | ωB97M-V/def2-TZVPD

Computed properties:
- Kohn-Sham gap: 5.76 eV
- Relative energy (zero: lowest compared OMol25 entry of this formula, charge and spin): 42.7 kJ/mol
- LUMO energy: -0.0369 hartree

Geometry as ORCA input:
```
! wB97M-V def2-TZVPD RIJCOSX def2/J DEFGRID3
* xyz 0 1
In 0.162 -0.060 0.000
C -0.531 4.916 -4.211
C -0.968 4.829 -2.742
C -1.175 3.419 -2.284
C -2.304 2.662 -2.395
C -3.598 3.028 -3.053
C -3.733 2.387 -4.444
C -2.017 1.387 -1.777
C -2.906 0.323 -1.670
C -2.661 -0.934 -1.133
C -3.598 -2.033 -1.120
C -4.985 -2.018 -1.687
C -5.016 -2.569 -3.120
C -2.952 -3.097 -0.566
C -1.613 -2.657 -0.246
C -0.614 -3.459 0.296
C 0.719 -3.112 0.496
N 1.270 -1.932 0.117
C 2.585 -1.964 0.462
C 3.489 -0.926 0.270
C 3.240 0.344 -0.239
N 2.025 0.816 -0.625
C 2.184 2.107 -1.016
C 1.157 2.935 -1.456
C -0.182 2.595 -1.631
N -0.731 1.383 -1.329
C 3.582 2.478 -0.900
C 4.236 1.386 -0.413
C 5.696 1.222 -0.122
C 6.414 0.398 -1.200
C 4.146 3.811 -1.282
C 4.277 3.979 -2.802
C 2.893 -3.237 1.084
C 1.732 -3.950 1.112
C 1.490 -5.313 1.681
C 1.634 -6.423 0.631
C 4.240 -3.640 1.593
C 5.183 -4.076 0.462
N -1.482 -1.338 -0.576
C -3.503 -4.463 -0.297
C -3.994 -4.591 1.153
H -0.361 5.953 -4.506
H -1.298 4.496 -4.864
H 0.392 4.355 -4.368
H -1.899 5.384 -2.607
H -0.219 5.313 -2.113
H -3.658 4.113 -3.152
H -4.437 2.713 -2.425
H -2.909 2.700 -5.086
H -4.671 2.676 -4.922
H -3.701 1.298 -4.372
H -3.897 0.485 -2.076
H -5.380 -1.000 -1.685
H -5.641 -2.614 -1.049
H -4.369 -1.976 -3.771
H -6.030 -2.550 -3.526
H -4.654 -3.599 -3.145
H -0.901 -4.464 0.578
H 4.504 -1.116 0.595
H 1.438 3.940 -1.742
H 5.816 0.740 0.851
H 6.165 2.204 -0.054
H 5.966 -0.592 -1.298
H 7.471 0.275 -0.956
H 6.341 0.893 -2.171
H 5.129 3.932 -0.825
H 3.507 4.603 -0.884
H 4.929 3.209 -3.218
H 4.698 4.956 -3.047
H 3.304 3.891 -3.291
H 0.489 -5.352 2.114
H 2.196 -5.493 2.493
H 0.952 -6.257 -0.206
H 1.413 -7.399 1.067
H 2.651 -6.447 0.234
H 4.126 -4.462 2.302
H 4.684 -2.807 2.146
H 4.768 -4.932 -0.071
H 6.163 -4.354 0.856
H 5.320 -3.268 -0.261
H -2.741 -5.218 -0.496
H -4.334 -4.662 -0.976
H -3.176 -4.413 1.854
H -4.405 -5.585 1.343
H -4.774 -3.851 1.353
I -1.787 -1.667 3.375
C -3.719 -0.971 3.943
I -4.918 -0.246 2.347
H -3.590 -0.162 4.651
H -4.251 -1.800 4.387
C -2.980 3.198 1.237
C -2.132 2.827 2.413
C -2.385 3.445 3.658
C -1.567 3.202 4.716
C -0.465 2.336 4.557
C 0.474 2.065 5.575
Br 0.271 2.838 7.305
C 1.533 1.241 5.349
C 1.668 0.615 4.107
Br 3.128 -0.559 3.841
C 0.768 0.782 3.055
O 0.900 0.096 1.963
C -0.309 1.719 3.286
N -1.145 1.972 2.243
H -3.904 3.685 1.554
H -3.216 2.324 0.639
H -2.423 3.890 0.602
H -3.229 4.117 3.754
H -1.743 3.670 5.675
H 2.264 1.056 6.124
*
```

Here are the Mulliken charges for atoms 1 to 99, given in e: In 2.672; C -1.079; C -1.317; C 0.897; C 1.084; C -1.145; C -1.072; C -0.065; C -0.343; C -0.434; C 1.055; C -1.225; C -1.206; C 1.143; C -0.368; C -0.271; C -0.023; N -0.718; C 0.116; C -0.500; C 0.180; N -0.591; C -0.097; C -0.692; C -0.449; N -0.537; C 0.829; C 0.734; C -1.129; C -1.065; C -1.168; C -0.965; C 0.957; C 0.669; C -1.307; C -1.108; C -1.093; C -1.088; N -0.561; C -1.303; C -0.991; H 0.396; H 0.230; H 0.245; H 0.468; H 0.489; H 0.396; H 0.362; H 0.248; H 0.421; H 0.186; H 0.248; H 0.441; H 0.426; H 0.272; H 0.403; H 0.328; H 0.301; H 0.538; H 0.359; H 0.367; H 0.392; H 0.217; H 0.387; H 0.282; H 0.373; H 0.385; H 0.265; H 0.398; H 0.150; H 0.389; H 0.469; H 0.275; H 0.390; H 0.253; H 0.396; H 0.165; H 0.253; H 0.426; H 0.184; H 0.481; H 0.345; H 0.178; H 0.415; H 0.222; I 0.134; C -0.947; I -0.006; H 0.436; H 0.500; C -0.710; C 0.562; C -1.069; C -1.170; C 1.353; C -0.068; Br -0.258; C -0.541; C -0.065


Record 2
C47H53FInN4O4Si | ωB97M-V/def2-TZVPD

Computed properties:
- Kohn-Sham gap: 6.87 eV
- Relative energy (zero: lowest compared OMol25 entry of this formula, charge and spin): 277.2 kJ/mol
- LUMO energy: 0.0828 hartree

Geometry as ORCA input:
```
! wB97M-V def2-TZVPD RIJCOSX def2/J DEFGRID3
* xyz -1 1
In 1.877 1.523 0.330
C -3.209 2.780 1.180
C -1.746 2.832 0.741
C -1.101 4.143 1.186
C -1.605 2.632 -0.757
C -2.207 3.562 -1.600
C -2.157 3.428 -2.976
C -1.463 2.355 -3.518
C -0.833 1.410 -2.717
C 0.026 0.332 -3.351
C -0.327 0.030 -4.809
C 1.508 0.706 -3.243
C -0.915 1.518 -1.305
N -0.297 0.605 -0.434
C -0.726 -0.711 -0.432
C -0.236 -1.834 0.482
N 1.178 -1.771 0.767
C 1.741 -2.178 2.005
C 1.206 -1.640 3.187
C 1.573 -2.213 4.400
C 2.479 -3.260 4.443
C 3.048 -3.714 3.262
C 2.691 -3.188 2.022
C 3.331 -3.703 0.745
C 4.479 -2.784 0.318
C 3.791 -5.159 0.816
C 0.375 -0.365 3.200
C -0.889 -0.439 4.056
C 1.270 0.771 3.711
C -1.371 -2.553 1.086
C -1.492 -3.567 1.988
C -2.792 -4.086 2.250
C -3.911 -3.611 1.618
C -3.797 -2.563 0.659
C -4.853 -1.951 -0.064
C -4.578 -0.934 -0.942
C -3.259 -0.457 -1.177
C -2.220 -1.028 -0.493
C -2.518 -2.062 0.426
H -3.289 2.912 2.262
H -3.659 1.819 0.916
H -3.795 3.570 0.701
H -1.230 2.005 1.227
H -1.606 5.002 0.731
H -0.055 4.175 0.891
H -1.127 4.261 2.269
H -2.742 4.402 -1.168
H -2.640 4.151 -3.621
H -1.406 2.262 -4.596
H -0.113 -0.590 -2.791
H -0.051 0.854 -5.472
H -1.394 -0.167 -4.937
H 0.225 -0.853 -5.140
H 1.704 1.622 -3.808
H 2.144 -0.092 -3.637
H 1.794 0.873 -2.204
H 1.166 -1.816 5.322
H 2.760 -3.702 5.391
H 3.781 -4.507 3.303
H 2.579 -3.631 -0.045
H 5.205 -2.673 1.129
H 4.094 -1.800 0.046
H 4.992 -3.197 -0.555
H 4.693 -5.278 1.420
H 4.028 -5.507 -0.192
H 3.015 -5.811 1.224
H 0.069 -0.119 2.181
H -0.644 -0.618 5.106
H -1.568 -1.227 3.722
H -1.419 0.514 4.000
H 1.544 0.588 4.754
H 0.760 1.732 3.650
H 2.191 0.863 3.138
H -0.628 -3.984 2.493
H -2.894 -4.884 2.977
H -4.886 -4.027 1.845
H -5.873 -2.285 0.086
H -5.395 -0.468 -1.480
H -3.103 0.338 -1.892
C -1.908 -3.112 -3.031
Si -0.303 -3.369 -2.116
C 1.097 -3.559 -3.353
C -0.462 -4.959 -1.145
C 0.143 -1.969 -0.991
C 1.589 -1.819 -0.528
H -2.006 -3.888 -3.797
H -1.944 -2.137 -3.525
H -2.770 -3.178 -2.361
H 0.728 -3.501 -4.382
H 1.592 -4.527 -3.230
H 1.849 -2.779 -3.211
H -0.452 -5.817 -1.825
H -1.395 -4.986 -0.575
H 0.364 -5.076 -0.434
F -0.022 8.619 -0.452
C 0.490 7.396 -0.670
C 1.479 6.922 0.087
N 2.064 5.694 -0.136
C 2.940 5.125 0.905
C 2.058 4.589 2.040
O 1.417 5.451 2.658
O 2.013 3.336 2.140
C 1.564 4.845 -1.099
O 1.983 3.716 -1.285
N 0.537 5.370 -1.860
C -0.078 6.616 -1.752
O -0.974 6.950 -2.497
H 1.865 7.487 0.922
H 3.570 5.929 1.280
H 3.534 4.339 0.450
H 0.138 4.732 -2.537
*
```

Here are the Mulliken charges for atoms 1 to 99, given in e: In 1.214; C -1.825; C 1.652; C -0.970; C 1.524; C -0.302; C -1.610; C -0.478; C 0.833; C 2.149; C -2.372; C -1.106; C -0.624; N 0.502; C -0.620; C -1.125; N 1.178; C -0.270; C 0.711; C -0.314; C -1.463; C -0.367; C 0.470; C 2.318; C -1.443; C -2.150; C 2.187; C -1.931; C -1.952; C 0.420; C 0.378; C -1.273; C -1.011; C 1.118; C -1.176; C -1.234; C 0.079; C 0.310; C 0.299; H 0.472; H 0.321; H 0.320; H -0.830; H 0.262; H -0.519; H 0.568; H 0.299; H 0.375; H 0.265; H -1.632; H 0.609; H 0.443; H 0.275; H 0.337; H 0.404; H -0.216; H 0.383; H 0.382; H 0.287; H -0.820; H 0.328; H 0.209; H 0.394; H 0.454; H 0.460; H 0.420; H -0.754; H 0.430; H 0.263; H 0.395; H 0.431; H 0.388; H 0.378; H 0.589; H 0.421; H 0.420; H 0.411; H 0.478; H 0.591; C -1.093; Si 0.794; C -1.448; C -1.154; C 1.638; C -2.138; H 0.450; H 0.132; H 0.214; H 0.407; H 0.389; H 0.279; H 0.468; H 0.263; H 0.188; F -0.348; C 0.374; C -0.025; N 0.143; C -0.954


Record 3
C47H54As2InN2Si | ωB97M-V/def2-TZVPD

Computed properties:
- Kohn-Sham gap: 7.17 eV
- LUMO energy: -0.1265 hartree

Geometry as ORCA input:
```
! wB97M-V def2-TZVPD RIJCOSX def2/J DEFGRID3
* xyz 1 1
In 12.526 12.773 10.587
C 8.049 13.740 11.174
C 7.783 12.325 10.712
As 8.412 10.897 11.895
C 6.978 10.832 13.225
C 5.678 10.357 12.972
C 4.724 10.310 13.985
C 5.014 10.855 15.259
C 6.278 11.368 15.492
C 7.270 11.292 14.490
C 7.866 9.352 10.826
C 7.404 9.377 9.525
C 7.150 8.188 8.803
C 7.377 6.970 9.403
C 7.768 6.937 10.751
C 8.053 8.132 11.420
As 9.958 14.362 11.125
C 9.869 15.841 12.393
C 10.776 15.928 13.426
C 10.813 17.065 14.261
C 9.960 18.104 14.038
C 8.980 18.000 13.082
C 8.942 16.848 12.266
C 9.858 15.184 9.384
C 9.676 14.351 8.311
C 9.702 14.806 7.007
C 10.083 16.098 6.754
C 10.260 16.998 7.795
C 10.051 16.572 9.108
H 7.533 14.439 10.446
H 7.689 13.968 12.130
H 8.314 12.061 9.766
H 6.711 12.205 10.476
H 5.390 9.996 12.022
H 3.699 9.997 13.777
H 4.234 10.878 16.076
H 6.492 11.809 16.470
H 8.235 11.773 14.672
H 7.191 10.328 9.010
H 6.809 8.234 7.788
H 7.216 6.048 8.847
H 7.847 6.025 11.301
H 8.467 8.061 12.421
H 11.487 15.155 13.632
H 11.608 17.122 14.993
H 10.024 18.952 14.698
H 8.241 18.720 12.884
H 8.252 16.813 11.418
H 9.467 13.285 8.450
H 9.458 14.120 6.215
H 10.191 16.444 5.727
H 10.477 18.049 7.658
H 10.214 17.304 9.849
C 12.683 11.615 16.236
C 11.542 10.949 15.856
C 11.253 10.814 14.466
C 12.128 11.396 13.584
C 13.194 12.207 14.010
C 13.521 12.272 15.306
N 12.025 11.194 12.208
N 11.554 10.137 11.775
C 11.467 10.032 10.383
C 10.969 8.771 9.946
C 10.477 8.642 8.626
C 10.580 9.728 7.797
C 11.206 10.924 8.220
C 11.627 11.112 9.552
H 12.981 11.685 17.286
H 10.886 10.502 16.618
H 10.351 10.227 14.201
H 13.717 12.744 13.245
H 14.443 12.863 15.661
H 11.018 7.972 10.638
H 10.042 7.740 8.244
H 10.187 9.652 6.824
H 11.269 11.686 7.506
C 15.785 13.827 11.458
Si 14.640 14.237 9.974
C 15.302 13.450 8.354
C 16.436 14.242 7.702
C 14.206 13.402 7.275
C 15.844 12.010 8.784
C 14.188 16.123 9.998
C 15.460 16.979 10.361
C 13.038 16.499 10.985
C 13.695 16.525 8.577
H 16.778 14.160 11.311
H 15.801 12.735 11.559
H 15.491 14.301 12.376
H 16.157 15.188 7.242
H 16.857 13.655 6.911
H 17.322 14.401 8.343
H 13.886 14.414 7.055
H 13.355 12.782 7.553
H 14.611 12.917 6.381
H 16.745 12.181 9.430
H 16.084 11.382 7.902
H 15.107 11.531 9.381
H 15.857 16.752 11.360
H 15.191 18.082 10.339
H 16.302 16.848 9.635
H 13.263 16.123 12.036
H 12.120 16.019 10.628
H 12.903 17.568 10.963
H 14.539 16.448 7.849
H 13.336 17.534 8.634
H 12.886 15.881 8.240
*
```

Here are the Mulliken charges for atoms 1 to 99, given in e: In 0.426; C -1.892; C -0.192; As 0.931; C 0.386; C -0.569; C -0.723; C -0.375; C -0.620; C -0.204; C 0.083; C 0.008; C -0.769; C -0.535; C -0.633; C -0.586; As 1.873; C 0.136; C -0.746; C -0.545; C -0.548; C -0.771; C -0.429; C 0.701; C -0.209; C -0.919; C -0.679; C -0.732; C -0.823; H 0.510; H 0.808; H -0.241; H 0.713; H 0.420; H 0.364; H 0.319; H 0.387; H 0.310; H 0.246; H 0.471; H 0.391; H 0.472; H 0.358; H 0.551; H 0.417; H 0.416; H 0.488; H 0.408; H 0.114; H 0.478; H 0.384; H 0.475; H 0.353; C -0.339; C -0.986; C 0.257; C -0.075; C 0.006; C -0.866; N 0.691; N -0.572; C -0.190; C -0.207; C -0.626; C -1.220; C -0.104; C 0.726; H 0.390; H 0.424; H 0.516; H 0.241; H 0.314; H 0.541; H 0.564; H 0.504; H 0.625; C -1.454; Si -0.733; C 2.112; C -1.772; C -1.723; C -1.560; C 2.435; C -1.662; C -1.382; C -1.678; H 0.421; H 0.371; H 0.402; H 0.333; H 0.574; H 0.324; H 0.351; H 0.107; H 0.597; H 0.328; H 0.473; H 0.237; H 0.351


Record 4
C47H54Cl5IN2O2PS4SbSnTe | ωB97M-V/def2-TZVPD

Computed properties:
- Kohn-Sham gap (alpha / beta): 6.62 / 5.89 eV
- Expectation value of S²: 0.755
- Relative energy (zero: lowest compared OMol25 entry of this formula, charge and spin): 0.0 kJ/mol
- LUMO energy (alpha / beta): 0.0584 / 0.0307 hartree

Geometry as ORCA input:
```
! wB97M-V def2-TZVPD RIJCOSX def2/J DEFGRID3
* xyz -1 2
Sn -0.401 -0.770 -0.350
S -4.124 3.578 -2.659
Sb -3.615 1.399 -2.588
S -1.123 1.521 -3.111
S -1.047 0.201 -4.671
S -2.629 0.367 -5.801
Cl 2.797 -1.666 0.118
C 1.780 -2.293 1.398
C 0.506 -1.766 1.553
C -0.184 -2.219 2.670
Cl -1.716 -1.493 3.092
C 0.299 -3.215 3.516
Cl -0.640 -3.796 4.845
C 1.558 -3.760 3.278
Cl 2.173 -5.010 4.294
C 2.322 -3.277 2.221
Cl 3.905 -3.908 1.947
C 4.694 5.604 6.229
C 3.789 4.799 5.335
C 2.580 4.302 5.794
C 1.738 3.545 4.980
C 0.445 3.042 5.572
C 2.117 3.276 3.658
Te 0.814 2.055 2.469
N -1.302 0.783 0.727
C -2.415 1.317 0.475
O -3.260 0.968 -0.539
C -3.024 2.321 1.418
C -2.878 2.122 2.788
C -3.470 2.992 3.693
C -4.187 4.088 3.234
C -4.321 4.298 1.868
C -3.761 3.408 0.962
C 0.564 3.447 0.882
C 1.033 3.168 -0.405
C 1.884 1.976 -0.759
C 0.719 4.044 -1.444
C -0.061 5.169 -1.249
C -0.490 6.031 -2.403
C -0.481 5.450 0.045
C -0.179 4.619 1.115
C -0.654 5.018 2.485
C 3.344 3.763 3.183
C 3.817 3.487 1.782
C 4.154 4.518 4.025
H 4.198 5.855 7.167
H 4.999 6.535 5.747
H 5.604 5.049 6.470
H 2.275 4.509 6.815
H 0.297 3.461 6.568
H 0.440 1.953 5.660
H -0.409 3.309 4.947
H -2.288 1.284 3.132
H -3.358 2.820 4.758
H -4.636 4.778 3.938
H -4.878 5.152 1.501
H -3.890 3.561 -0.103
H 1.848 1.194 -0.004
H 2.934 2.271 -0.850
H 1.570 1.558 -1.718
H 1.067 3.806 -2.444
H 0.055 5.774 -3.311
H -0.329 7.089 -2.190
H -1.555 5.884 -2.601
H -1.089 6.332 0.225
H -1.306 5.890 2.421
H 0.191 5.262 3.134
H -1.209 4.210 2.960
H 3.818 2.413 1.581
H 4.825 3.874 1.631
H 3.157 3.949 1.047
H 5.099 4.893 3.644
C 2.647 -4.927 -1.862
C 1.400 -5.431 -2.603
C 1.826 -5.934 -3.981
C 0.804 -6.581 -1.788
P 0.200 -3.972 -2.583
C 0.946 -2.916 -3.894
C 0.748 -2.999 -5.273
C 1.407 -2.146 -6.146
C 2.292 -1.192 -5.660
C 2.498 -1.089 -4.294
C 1.821 -1.934 -3.425
C -1.480 -4.536 -3.219
C -1.573 -5.549 -4.362
C -2.217 -3.243 -3.599
C -2.214 -5.137 -2.006
H 3.362 -5.749 -1.753
H 2.400 -4.556 -0.866
H 3.143 -4.122 -2.407
H 2.570 -6.730 -3.863
H 2.281 -5.139 -4.572
H 0.990 -6.344 -4.550
H 1.584 -7.321 -1.584
H -0.001 -7.089 -2.321
H 0.415 -6.232 -0.828
H 0.073 -3.733 -5.688
H 1.223 -2.224 -7.210
H 2.801 -0.523 -6.343
H 3.168 -0.337 -3.896
H 1.959 -1.823 -2.356
H -1.108 -5.212 -5.286
H -2.631 -5.733 -4.580
H -1.128 -6.507 -4.089
H -1.795 -2.757 -4.477
H -2.194 -2.522 -2.776
H -3.266 -3.474 -3.811
H -1.882 -6.151 -1.782
H -3.286 -5.179 -2.222
H -2.069 -4.522 -1.117
N -4.164 -1.471 0.429
C -3.262 -2.432 0.539
O -2.114 -2.366 0.072
C -3.639 -3.679 1.305
I -5.327 -4.694 0.480
H -3.918 -0.571 -0.014
H -5.072 -1.588 0.845
H -3.907 -3.432 2.328
H -2.804 -4.369 1.290
*
```

Here are the Mulliken charges for atoms 1 to 99, given in e: Sn 1.022; S -0.689; Sb 0.609; S -0.076; S 0.061; S -0.305; Cl -0.112; C 1.013; C -1.826; C 1.236; Cl -0.197; C -0.230; Cl -0.221; C 0.520; Cl -0.222; C -0.338; Cl -0.176; C -1.582; C 0.711; C -1.032; C 1.065; C -1.434; C -0.224; Te 0.834; N 0.442; C -0.329; O -1.064; C 0.849; C 0.079; C -0.700; C -0.470; C -0.851; C 0.023; C -0.089; C 1.477; C -1.782; C -0.926; C 0.758; C -1.750; C -0.804; C 1.018; C -1.232; C 0.953; C -1.085; C -1.066; H 0.348; H 0.359; H 0.317; H 0.267; H 0.373; H 0.333; H 0.027; H 0.065; H 0.429; H 0.373; H 0.428; H -0.078; H -0.050; H 0.443; H 0.349; H 0.341; H 0.368; H 0.412; H 0.276; H 0.337; H 0.433; H 0.309; H -0.177; H 0.199; H 0.360; H 0.117; H 0.345; C -1.831; C 1.967; C -1.749; C -1.953; P 0.465; C 0.810; C 0.120; C -0.745; C -0.768; C -0.670; C -0.179; C 2.221; C -1.920; C -1.632; C -1.990; H 0.529; H 0.319; H 0.310; H 0.531; H 0.256; H 0.264; H 0.558; H 0.298; H 0.290; H -0.028; H 0.434; H 0.356


no.,maximum force (eV/Å)
1,0.412
2,0.918
3,2.743
4,0.173